{
  "formula": "H24O12",
  "method": "ωB97M-V/def2-TZVPD",
  "symbols": ["H", "O", "O", "H", "O", "H", "H", "O", "H", "O", "H", "H", "H", "H", "H", "H", "H", "H", "H", "O", "H", "H", "O", "H", "O", "O", "O", "O", "H", "O", "H", "H", "H", "H", "H", "H"],
  "xyz": [[0.60, 0.03, 4.39], [3.94, -0.50, 0.04], [-1.09, 2.63, 0.45], [-1.54, -1.38, 2.50], [1.50, -1.79, -0.70], [-2.72, -4.40, 0.29], [-0.03, -1.79, 2.83], [-0.62, 0.37, 0.06], [3.72, -1.25, 0.58], [1.77, 2.41, 1.49], [2.23, 1.63, 1.05], [2.32, 3.16, 1.18], [-1.17, -0.04, -3.11], [-1.11, -0.40, 0.25], [-1.86, 1.12, 1.27], [3.32, 0.26, 0.31], [-3.19, 1.85, 1.43], [-1.39, 2.65, -5.54], [2.33, -1.31, -0.36], [-2.58, 1.14, 1.88], [-0.76, 2.78, 1.27], [-1.00, 0.56, -0.81], [-2.56, -4.23, 1.24], [1.19, 0.13, 3.04], [2.18, -0.02, -1.51], [-1.25, -0.95, -3.38], [0.59, -0.45, 3.50], [-0.71, -1.59, 2.09], [-2.35, 1.69, -4.79], [-1.55, 1.76, -5.32], [-0.31, 2.96, -0.06], [-3.53, -4.07, 1.58], [2.45, 0.86, -1.19], [-1.20, -0.99, -4.37], [3.12, -0.40, -1.55], [1.25, -2.44, -0.04]],
  "orbital_gap_ev": 9.108,
  "smiles": "O.O.O.O.O.O.O.O.O.O.O.O",
  "total_charge": 0,
  "energy_ev": -24954.9290,
  "relative_energy_kcal_mol": 156.0
}



{
  "formula": "H26HeO13",
  "method": "ωB97M-V/def2-TZVPD",
  "symbols": ["H", "H", "O", "O", "H", "H", "O", "H", "H", "H", "O", "H", "H", "H", "O", "O", "O", "O", "O", "H", "H", "H", "H", "H", "H", "He", "H", "H", "H", "H", "H", "O", "O", "H", "O", "H", "H", "H", "O", "H"],
  "xyz": [[-0.85, -3.85, -1.69], [2.01, -3.01, 1.10], [3.78, -0.27, 1.77], [-1.54, -3.19, -1.63], [1.23, 0.28, 4.00], [-2.88, -0.14, 0.06], [0.21, 2.60, -2.14], [0.88, -2.34, -2.46], [-0.38, 2.78, -1.41], [-0.04, 1.73, -2.45], [1.63, -2.12, 1.05], [0.26, 3.26, 1.64], [3.62, 0.52, 1.25], [3.26, 1.98, -0.65], [-2.26, 2.92, 0.31], [-0.94, -2.75, 1.49], [-2.92, 0.88, -1.33], [1.17, -1.74, -1.78], [-2.92, -0.65, 0.87], [-0.27, -0.18, -3.52], [-3.12, -0.01, 1.55], [1.49, -1.98, 0.11], [3.08, -0.88, 1.50], [-2.39, 2.27, -0.38], [-0.24, -0.63, -2.07], [0.39, -0.10, 0.13], [-0.02, -2.50, 1.39], [-0.15, 0.12, 3.40], [-1.43, -1.94, 1.32], [-3.77, 0.75, -1.75], [-2.28, 0.58, -1.98], [0.72, 0.46, 3.21], [-0.71, -0.05, -2.68], [-1.39, 2.71, 0.68], [3.07, 2.33, 0.22], [2.15, 2.12, 0.38], [2.06, -1.51, -2.02], [0.48, 1.83, 2.09], [0.32, 2.36, 1.31], [-1.29, -2.64, -0.89]],
  "orbital_gap_ev": 10.082,
  "total_charge": 0,
  "energy_ev": -27119.6183,
  "relative_energy_kcal_mol": 24.3
}



What did the second record say?
{
  "formula": "H26HeO13",
  "method": "ωB97M-V/def2-TZVPD",
  "symbols": ["H", "H", "O", "O", "H", "H", "O", "H", "H", "H", "O", "H", "H", "H", "O", "O", "O", "O", "O", "H", "H", "H", "H", "H", "H", "He", "H", "H", "H", "H", "H", "O", "O", "H", "O", "H", "H", "H", "O", "H"],
  "xyz": [[-0.85, -3.85, -1.69], [2.01, -3.01, 1.10], [3.78, -0.27, 1.77], [-1.54, -3.19, -1.63], [1.23, 0.28, 4.00], [-2.88, -0.14, 0.06], [0.21, 2.60, -2.14], [0.88, -2.34, -2.46], [-0.38, 2.78, -1.41], [-0.04, 1.73, -2.45], [1.63, -2.12, 1.05], [0.26, 3.26, 1.64], [3.62, 0.52, 1.25], [3.26, 1.98, -0.65], [-2.26, 2.92, 0.31], [-0.94, -2.75, 1.49], [-2.92, 0.88, -1.33], [1.17, -1.74, -1.78], [-2.92, -0.65, 0.87], [-0.27, -0.18, -3.52], [-3.12, -0.01, 1.55], [1.49, -1.98, 0.11], [3.08, -0.88, 1.50], [-2.39, 2.27, -0.38], [-0.24, -0.63, -2.07], [0.39, -0.10, 0.13], [-0.02, -2.50, 1.39], [-0.15, 0.12, 3.40], [-1.43, -1.94, 1.32], [-3.77, 0.75, -1.75], [-2.28, 0.58, -1.98], [0.72, 0.46, 3.21], [-0.71, -0.05, -2.68], [-1.39, 2.71, 0.68], [3.07, 2.33, 0.22], [2.15, 2.12, 0.38], [2.06, -1.51, -2.02], [0.48, 1.83, 2.09], [0.32, 2.36, 1.31], [-1.29, -2.64, -0.89]],
  "orbital_gap_ev": 10.082,
  "total_charge": 0,
  "energy_ev": -27119.6183,
  "relative_energy_kcal_mol": 24.3
}